1.
Computed, not measured: a structure of composition C29H32N2O3PS4TeW, with ωB97M-V/def2-TZVPD.

Last column: Löwdin charge in e.
Positions of all 73 atoms, in Å:
H -4.1075 -3.5997 3.3487  0.12
O -2.5061 -2.9694 2.1884  -0.31
H -1.5893 3.6072 -2.7534  0.11
C -2.1837 -3.3452 -3.5322  -0.24
H 3.1571 3.1472 -1.4522  0.11
C -1.5203 2.1956 1.1033  -0.31
H -2.0877 -2.9138 -0.1720  0.09
C 1.3443 0.7001 2.8530  -0.37
S -1.2708 1.1102 -1.3738  0.98
C -3.0408 -3.8078 3.2394  -0.29
H -1.7235 -5.4260 2.7274  0.08
H 3.7124 -0.7546 3.4873  0.12
S 1.8021 0.8423 -0.4776  0.67
H -0.9799 -2.1355 -4.8558  0.13
H 2.2635 1.0458 2.3757  0.09
C -0.7145 -1.5893 -2.8215  -0.17
H -2.8150 2.7388 -0.5276  0.10
H -5.5485 -0.6262 0.5251  0.12
H -3.1631 -5.9044 3.6374  0.09
H -3.6619 -4.7285 -4.2517  0.08
H 0.5825 2.8866 4.1877  0.13
C -1.8888 -2.7522 -1.2211  -0.12
C -2.7805 -4.1987 -4.6071  -0.03
H -3.0544 -3.5998 -5.4749  0.09
C 3.9206 -2.7690 0.1853  -0.09
C 2.7080 -2.2250 0.5885  -0.65
H -3.1524 -4.3290 -1.8791  0.13
C 4.9869 -1.8270 2.1320  -0.06
C 2.6525 -1.4962 1.7673  -0.54
S 1.2299 -2.4561 -0.3542  0.70
C 3.7746 -1.3015 2.5550  -0.07
C -5.3898 -2.7683 0.6878  -0.06
H 2.4027 5.1441 -2.6810  0.11
C 1.2142 2.2500 -1.3758  -0.61
W -0.0553 -0.4987 0.0444  0.84
H 5.8750 -1.6734 2.7294  0.11
H 6.0024 -2.9705 0.6308  0.11
C -0.5509 3.5247 -2.4551  -0.09
C 0.3524 4.5178 -2.7837  -0.07
C 1.6882 4.3753 -2.4183  -0.06
H 1.4694 0.6536 3.9331  0.10
C -0.0256 2.7237 3.3092  -0.02
C -2.7905 -5.2445 2.8542  -0.06
H -1.2599 4.4501 3.5940  0.13
H -2.0515 -4.9410 -4.9383  0.10
H 0.0231 5.3915 -3.3287  0.11
C -2.3243 1.8614 -0.1113  -0.31
N -0.5063 1.3651 1.4089  -0.03
O -1.8524 -0.9695 1.0044  -0.57
H -2.5417 -3.5447 4.1727  0.08
P -2.6389 -1.3746 2.2637  0.07
H -6.0899 -2.8666 1.5168  0.09
C -1.0508 3.5834 2.9821  -0.01
H -4.0399 -1.2831 -0.1243  0.09
H -3.3003 -5.4972 1.9235  0.07
H -5.9363 -2.9356 -0.2418  0.08
S 1.0200 -0.9722 2.2358  0.89
H -3.0742 1.1022 0.1200  0.08
N -1.0380 -1.7625 -1.5273  -0.24
C 0.2143 1.6169 2.5090  -0.38
C -0.1178 2.4125 -1.7392  -0.50
H -2.6417 3.9465 1.5761  0.13
O -4.1689 -1.0519 1.9377  -0.30
C -1.8184 3.3076 1.8626  0.01
H -4.6225 -3.5369 0.7812  0.06
H 3.9740 -3.3381 -0.7336  0.11
Te -2.1053 -0.4277 4.3164  0.53
C -2.4735 -3.5455 -2.1889  0.01
C 2.1161 3.2562 -1.7283  -0.10
H 0.0268 -0.8301 -3.0353  0.11
C -4.7798 -1.3838 0.6741  -0.26
C -1.2714 -2.3343 -3.8333  0.01
C 5.0558 -2.5591 0.9541  -0.06

E, Ha: -3728.7415
Net charge: +1
2S+1: 1
LUMO level (spin up / spin down), eV: -3.37 / -3.39
Maximum force, Eh/bohr: 0.0030
HOMO energy (spin up / spin down), Ha: -0.3532 / -0.3538
ΔE to the lowest compared entry with this formula, charge and spin, kJ/mol: 0.0
Orbital gap (spin up / spin down), hartree: 0.2292 / 0.2293

***

2.
Computed, not measured: a structure of composition C4H5N3 at a distorted geometry, with ωB97M-V/def2-TZVPD.

Last column: Löwdin charge in e.
Positions of all 12 atoms, in Å:
N 1.9699 0.4755 0.0193  0.14
C 0.5538 0.7339 -0.0624  -0.46
C -1.7324 -0.3794 -0.0186  -0.06
H -2.3162 0.2655 -0.7561  0.10
H -2.3028 -1.3770 0.0433  0.09
N 0.5626 -1.5417 -0.1353  0.15
H -1.9199 -0.0005 1.1598  0.15
N -0.0039 1.8732 -0.0845  0.18
H 2.7372 -1.3168 0.0360  0.09
C -0.2544 -0.5100 -0.1056  -0.32
H 0.8803 2.5808 -0.0897  0.13
C 1.8256 -0.8036 -0.0064  -0.19

E, Ha: -319.6127
Net charge: 0
2S+1: 1
LUMO level, eV: -0.87
Maximum force, Eh/bohr: 0.0777
HOMO energy, Ha: -0.3931
ΔE to the lowest compared entry with this formula, charge and spin, kJ/mol: 261.3
Orbital gap, hartree: 0.3611

***

3.
Computed, not measured: the molecule C16H19NO3, with ωB97M-V/def2-TZVPD.

Last column: Löwdin charge in e.
Positions of all 39 atoms, in Å:
C -0.8829 1.9483 0.5671  -0.45
O -2.7208 3.3957 -3.2491  0.04
H -3.2063 0.5542 1.2185  0.11
H 1.4832 -4.1440 1.3958  0.06
C -1.0515 0.6021 1.1887  -0.13
H 2.1884 -5.1020 0.0915  0.07
H -1.0142 4.1588 -0.5520  0.13
H 3.7620 -1.1562 0.6613  0.12
C -1.1955 -1.8948 2.3792  0.00
O 0.0948 2.6425 0.7712  0.07
C -0.5219 3.0735 -3.1474  -0.02
H 3.9040 -3.6206 1.1151  0.11
C 0.0569 -1.3217 2.1388  -0.25
N -1.9027 2.3472 -0.2337  0.08
C 2.8651 -1.7611 0.8097  -0.18
C -2.2828 3.1289 -4.4911  -0.13
C 3.1691 -3.2082 0.4197  -0.26
H 1.1867 -3.6980 -0.2841  0.08
H -1.2328 -2.8674 2.8440  0.12
C -1.8529 3.5956 -0.9696  -0.09
H -3.0121 3.1191 -5.2765  0.12
O 1.1227 -2.0580 2.5383  -0.06
C -2.2908 0.0288 1.4457  -0.05
C -2.3501 -1.2197 2.0438  -0.07
C -1.6443 3.3679 -2.4305  -0.26
H -0.3231 2.6899 -5.3364  0.10
H 2.5371 -0.5528 2.5828  0.12
H 1.0498 0.4336 1.3453  0.12
H 2.0824 -1.3702 0.1568  0.11
C -0.9394 2.9203 -4.4920  -0.06
H -3.3095 -1.6695 2.2521  0.11
H 0.4723 2.9839 -2.7611  0.11
H 3.6199 -3.2090 -0.5758  0.10
H -2.7867 4.1456 -0.8179  0.13
C 0.1158 -0.0677 1.5439  0.05
C 1.9289 -4.0937 0.4066  -0.10
C 2.4339 -1.5993 2.2712  -0.19
H -2.6242 1.6910 -0.4847  0.13
H 3.0713 -2.2129 2.9146  0.13

E, Ha: -901.5588
Net charge: 0
2S+1: 1
LUMO level, eV: 0.77
Maximum force, Eh/bohr: 0.0175
HOMO energy, Ha: -0.3178
SMILES: CCCCOc1cccc(C(=O)NCc2ccco2)c1
ΔE to the lowest compared entry with this formula, charge and spin, kJ/mol: 160.0
Orbital gap, hartree: 0.3459

***

4.
Computed, not measured: a structure of composition C34H40Cl3N5O4ReSSi, with ωB97M-V/def2-TZVPD.

Last column: Löwdin spin population.
Positions of all 89 atoms, in Å:
H -5.3584 -3.5371 4.8520  0.00
C 0.7703 3.2395 -0.1534  0.00
O 1.4333 -0.0268 1.5506  0.01
H -2.2725 -2.5127 -0.3626  0.00
C 1.3945 -4.3913 0.4677  0.00
C 0.8276 -2.4370 -0.7911  0.00
C 0.5896 3.3862 -3.9869  0.00
Re -0.5723 0.1011 0.3491  0.85
N 3.3641 -1.1634 1.7803  0.00
Cl -0.6040 0.5851 4.1540  0.00
H 4.2801 2.2527 -0.9867  0.00
H 0.8747 -1.8292 -1.6798  0.00
H 2.2349 1.2427 -4.3242  0.00
C -2.8032 -0.6600 2.4070  0.01
H -4.4014 -2.9409 -1.4736  0.00
H 4.4373 1.1063 -3.2453  0.00
H 2.9342 -0.9417 -2.7180  0.00
H -0.2029 1.6592 -5.0124  0.00
H 5.2437 -0.2470 -2.4998  0.00
C -3.1553 3.1512 -1.5074  0.00
Cl 0.6937 3.0910 2.8089  -0.01
O 1.9927 -6.1528 1.9252  0.00
H -5.7598 -1.0697 -2.3513  0.00
C -0.5837 3.1983 -0.5305  0.00
C 0.1862 1.9168 -4.0261  0.00
C -2.8335 -1.6734 -0.7535  0.03
C 3.1782 -0.1476 -2.0101  0.00
H 5.0960 0.8655 -0.2548  0.00
O -4.7303 -2.9596 5.2960  0.00
C -4.3558 0.4264 -1.7532  0.00
C -2.3484 -0.3652 -0.6203  -0.02
H 1.4803 6.4984 -0.7550  0.00
H -2.8056 -3.1557 5.8802  0.00
C 4.9822 1.4385 -1.1776  0.00
C 0.6212 -3.8888 1.5019  0.00
H 0.9806 3.6782 -3.0079  0.00
O 0.6629 0.3528 -1.3218  0.03
C -3.4348 -1.4069 3.3744  0.00
H -0.6182 1.7110 -3.3140  0.00
C -2.5196 1.9903 -1.0184  0.01
H 2.0041 -4.0280 -1.5736  0.00
C 1.4599 -3.6567 -0.7143  0.00
Si -0.7300 1.6402 2.3662  -0.01
C 2.5453 -0.1258 2.1067  0.00
N -1.3090 2.0123 -0.4651  -0.01
N 0.1161 -1.9293 0.2280  0.00
C -2.5047 4.3408 -1.4751  0.01
N -1.6246 -1.0069 1.8665  0.00
H 0.5254 -4.4613 2.4114  0.00
H -2.9807 5.2465 -1.8304  0.00
H 2.3635 -7.0374 2.0050  0.00
C -3.4154 -3.3485 4.9930  0.00
C -1.6371 -2.9533 3.2471  0.00
H 1.6361 -6.4135 -0.1094  0.00
H -4.3810 -1.0820 3.7824  0.00
H 1.3561 3.5994 -4.7337  0.00
C -1.0892 -2.1874 2.2349  0.01
C 4.5095 0.5382 -2.3138  0.00
C -4.8105 -0.8732 -1.8717  0.03
H 4.1854 -1.3625 2.3272  0.00
H -1.1717 -3.8868 3.5328  0.00
H -0.8947 6.4778 -1.4387  0.00
C -0.0390 -2.6815 1.3357  0.00
N 2.9866 0.7537 3.0077  0.00
C 2.1000 -5.7116 0.5935  0.00
C -2.8213 -2.5546 3.8539  0.01
C -0.4137 5.5779 -1.0766  0.00
H -3.3332 -4.4176 4.7783  0.00
S 1.8431 1.0590 -2.0215  0.00
C -4.0457 -1.9231 -1.3765  -0.01
H 5.9457 1.8856 -1.4153  0.00
Cl -2.4862 2.7092 2.4102  0.00
C 1.4938 4.3992 -0.2479  0.00
C -1.1685 4.3883 -1.0187  0.00
H 3.1674 -0.5506 -0.9931  0.00
H -4.1559 3.0821 -1.9031  0.00
C 0.9010 5.5870 -0.7034  0.00
H 3.1455 -5.5875 0.2892  0.00
H 2.9315 -1.9445 1.3153  0.00
H -0.2672 4.0236 -4.2021  0.00
C 1.3489 0.9723 -3.7431  0.00
C -3.1297 0.6720 -1.1368  0.02
H 2.4077 1.5512 3.2253  0.00
H 2.5328 4.4031 0.0571  0.00
H 1.0940 -0.0734 -3.9307  0.00
H -3.2344 0.2650 2.0537  0.00
H -4.9598 1.2308 -2.1496  0.00
H 3.8711 0.6503 3.4726  0.00
H 1.2343 2.3475 0.2387  0.00

E, Ha: -4040.6711
Net charge: +2
2S+1: 2
LUMO level (spin up / spin down), eV: -5.63 / -6.32
Maximum force, Eh/bohr: 0.0087
HOMO energy (spin up / spin down), Ha: -0.4822 / -0.4759
ΔE to the lowest compared entry with this formula, charge and spin, kJ/mol: 0.0
Orbital gap (spin up / spin down), hartree: 0.2752 / 0.2435